1.
# C9H9N3O2

2 unconnected molecules or ions with the total composition C9H9N3O2 in a non-equilibrium geometry (the ωB97M-V functional and the def2-TZVPD basis, OMol25).

XYZ file:
```
23
Properties=species:S:1:pos:R:3:forces:R:3
H 2.887111 -1.652344 -0.695646 0.61 0.12 0.67
C 1.630073 1.613638 0.106918 -2.13 -3.34 1.29
C -2.013429 0.125436 -0.819742 -0.22 -0.86 0.44
C 1.231948 -0.738192 -0.412186 1.22 4.59 1.89
C -4.105531 -0.130590 0.755975 -2.96 2.11 2.42
C -3.129738 -1.111086 0.898807 -1.41 -0.37 -0.11
C -2.035290 -0.935404 0.094443 3.11 -1.78 0.23
H 3.502897 2.172453 0.707758 -0.40 -0.93 -0.04
H -1.019310 -1.560716 0.191345 -2.98 1.14 -0.31
H -3.405076 -1.974819 1.564395 0.95 1.03 -0.70
N 0.730625 0.562669 -0.136469 -2.05 -0.38 -0.59
C -3.033217 1.040884 -0.804650 -0.66 1.34 0.90
H 1.142091 2.506285 0.394957 -0.04 1.10 -0.28
H -1.142636 0.271629 -1.460290 -0.76 -0.21 -0.31
C 3.519961 0.110496 0.264859 1.71 -4.16 -0.65
O 0.587640 -1.688985 -0.660782 -1.56 -2.54 -1.30
H -2.830169 1.919660 -1.403520 -0.75 0.24 -0.17
N 2.581701 -0.782316 -0.262748 0.89 -2.40 -1.31
H -5.000124 -0.087695 1.485217 1.38 -0.75 -1.16
H -0.395137 0.615731 -0.108930 3.79 0.43 0.13
C 2.877223 1.288805 0.433846 1.37 6.90 0.86
O 4.680324 -0.251318 0.477402 -1.57 0.88 -0.30
N -4.103093 1.037977 0.068094 2.46 -2.16 -1.60
```
Positions in Å, forces in eV/Å.

HOMO level in eV: -9.689
Kohn-Sham gap in eV: 9.7
Max |F| in hartree/bohr: 0.1379
Total charge: 0
SMILES: O=c1cc[nH]c(=O)[nH]1.c1ccncc1

***

2.
# C7H18I2NO4P2Y

A molecular structure, C7H18I2NO4P2Y in a non-equilibrium geometry (the ωB97M-V functional and the def2-TZVPD basis, OMol25).

XYZ file:
```
35
Properties=species:S:1:pos:R:3:forces:R:3
P -2.572845 0.333070 0.040545 0.89 0.36 -0.02
C -3.062575 -0.045848 1.732992 -0.26 0.20 -0.18
H -4.301558 -0.841731 -0.905709 -0.18 -0.57 -0.50
O -0.312497 -1.985980 0.763285 0.10 0.62 -0.43
H -4.163575 1.885970 -0.372542 -0.13 1.11 -0.35
O -0.650896 -4.111781 0.356780 0.30 1.88 2.22
I 0.867683 5.535559 -3.555628 0.03 0.21 0.61
H -2.720289 2.143972 -1.488717 -0.45 0.09 0.31
C -3.225146 -0.946155 -1.055270 -0.12 0.30 0.08
H 2.541038 -1.584960 -2.124705 0.30 -0.22 0.24
H 3.327652 1.757324 0.199596 0.42 -0.24 -0.26
H 4.538111 0.512268 -0.416664 0.46 1.02 -0.35
C 3.532304 0.930021 -0.496672 0.39 -0.69 0.20
Y -0.017291 -0.110565 -0.027735 -0.64 -4.01 0.98
H 2.111879 -2.729387 -0.798782 0.40 0.26 -0.04
C 2.917675 -0.994230 1.698420 0.30 0.11 -0.18
P 2.550569 -0.477039 0.011518 -0.73 0.62 -0.01
H -4.151478 -0.005906 1.666459 -0.11 -0.16 0.76
H -2.623255 2.697774 0.230821 -0.48 -0.10 -0.25
H 3.823314 -2.122472 -0.956063 -0.01 -0.59 -0.50
H 3.234510 1.203906 -1.520105 0.46 -0.05 0.30
H -2.857369 -1.944831 -0.767969 -0.30 0.37 -0.03
C 2.764999 -1.891044 -1.091731 0.21 0.24 0.08
C -3.078751 1.974226 -0.462117 -0.59 -0.54 0.20
N -0.511938 -3.249304 1.230734 -0.29 -1.80 1.11
H 2.785667 -0.138742 2.377206 0.26 -0.33 -0.11
I 1.008737 6.387992 -0.989593 0.00 0.01 -0.61
H -2.931345 -0.722755 -2.091872 -0.35 -0.12 0.25
O -0.523531 -3.337824 2.470280 -0.02 -0.08 -3.21
C 0.330466 2.113189 -0.687772 1.04 6.64 -2.15
H 2.267377 -1.825151 2.015589 0.37 0.24 -0.17
H -2.664547 0.726487 2.407606 -0.35 -0.23 -0.10
H -2.697856 -1.037377 2.045636 -0.28 0.34 -0.16
H 3.964617 -1.293200 1.619389 0.07 -0.19 0.76
O 0.500142 3.194523 -1.057212 -0.74 -4.69 1.52
```
Positions in Å, forces in eV/Å.

HOMO level in eV: -13.986
Kohn-Sham gap in eV: 5.2
Max |F| in hartree/bohr: 0.1371
Total charge: +2

***

3.
# C33H47F17N2O12

4 unconnected molecules or ions with the total composition C33H47F17N2O12 in a non-equilibrium geometry (the ωB97M-V functional and the def2-TZVPD basis, OMol25).

XYZ file:
```
111
Properties=species:S:1:pos:R:3:forces:R:3
C 0.102867 -2.334739 -8.361029 -0.46 -0.56 -0.89
C -5.423300 -2.309993 -10.202305 -1.02 0.33 -0.49
O -1.249701 -1.117201 3.203769 2.87 -1.82 -1.23
F 2.839822 3.571652 5.532619 -4.33 -0.73 -1.03
F -5.299393 3.351359 0.796439 4.02 1.42 -3.08
H 2.779392 3.103703 -2.898864 -0.32 -2.18 1.09
H 2.480593 -3.280387 -1.018289 -0.36 2.03 1.38
O 0.380168 -0.440781 -7.118417 -0.14 -0.55 0.77
C 2.287447 -0.038243 2.859817 1.30 1.34 -1.45
N 3.431382 -2.089231 1.606536 2.08 0.41 2.62
H 5.094996 1.795527 -2.412960 -2.02 0.16 1.80
C 2.212535 -2.333423 -0.346803 -0.93 0.47 -1.65
C -2.562987 -3.284393 3.014681 -0.14 0.99 -0.15
H 5.231577 3.177271 1.752499 -0.51 -1.50 -1.80
H -6.038740 -3.417333 -8.450677 0.28 0.01 0.01
H -5.154486 -1.912978 -8.092276 0.00 -0.07 -0.07
C 4.201291 1.771308 -1.623212 -1.22 -0.46 -0.39
C -1.638972 -2.150212 2.222944 -1.20 -1.38 -0.54
C 2.736841 2.033289 -2.384363 0.73 -0.36 0.22
H 2.600268 0.255347 5.130973 -0.32 1.69 -1.88
C 0.224623 -1.225522 3.436218 -1.05 0.58 1.52
O -3.999961 -3.441242 -8.823017 0.78 0.18 -0.83
F -1.545824 3.565764 4.753152 3.01 3.22 -2.63
F 1.770061 4.943483 3.287774 -3.39 -1.25 3.38
H 1.453879 1.187172 -5.371952 -0.08 0.13 2.69
C 5.128930 2.347497 0.919435 0.77 -0.57 -0.36
H -5.968738 -1.364922 -10.272992 0.23 -0.11 -0.11
C 4.520547 0.970535 1.567568 0.56 -0.84 -0.57
F -0.616970 5.969196 1.911355 -1.61 -4.45 1.54
H 2.425558 0.476021 0.572691 1.14 0.68 2.09
H 0.906367 -1.059654 -1.785459 -0.18 -1.65 1.93
H 5.023039 3.759660 -0.868906 -1.56 -1.76 1.03
H -2.375843 -6.560552 8.319520 0.21 0.16 -0.07
C -3.101361 -5.347644 6.684052 -1.09 -0.31 -0.15
F -2.410342 1.927211 -0.586134 -4.49 2.50 -1.68
H 4.331149 -1.159451 3.350356 -2.54 -0.04 -0.90
H -3.265181 -6.270950 6.118586 0.03 0.07 0.05
O -0.934177 -5.391274 7.397562 0.17 0.48 -0.88
O 0.367149 -1.470706 -5.075599 -0.10 -0.26 -2.74
F 0.727849 3.243689 6.587528 1.77 0.60 -3.96
H 4.145139 0.670822 -1.215480 0.18 2.15 -0.61
H 1.659579 -0.862602 -8.663628 -0.07 0.01 0.04
C 4.349364 2.880355 -0.423864 1.10 0.73 0.10
F -3.530994 3.008641 -2.482805 -0.09 -1.76 5.13
H 4.168368 -2.837581 1.748124 -0.96 1.44 -0.05
H 5.030567 0.831030 2.633890 -1.34 0.38 -2.14
H 0.423859 0.552801 -3.888472 1.66 1.82 -0.71
C -3.307421 -2.956047 -9.894672 2.00 -0.51 -0.50
H -0.968193 -2.417562 -8.573791 0.41 0.00 0.08
H 2.987211 -1.458568 -0.563990 -1.58 -2.13 0.61
C -0.740341 4.617566 4.026033 -2.33 1.55 1.69
H 0.651391 -2.999205 -9.034279 -0.15 -0.01 0.24
C 0.843554 4.634016 4.435618 2.56 2.31 1.52
H -1.905242 -3.894620 3.770770 -1.46 1.23 -1.75
H -3.378915 -2.650593 3.612741 1.84 -1.47 -1.14
H -2.326883 -1.719645 1.373461 1.42 -0.36 1.73
F -4.951956 4.695375 -1.142962 2.39 -3.01 3.15
C 0.359879 -1.528554 -6.293910 0.02 -0.18 2.45
H 3.342361 3.375989 -0.082704 1.70 -1.18 -0.92
H 0.936085 2.439976 -4.027192 0.71 -2.38 -0.22
H 0.131585 -1.197572 -0.072190 1.47 -1.20 -1.20
C 0.591171 -0.924222 -8.431701 0.33 0.52 -0.97
H 1.875140 1.945381 -1.579121 1.70 0.52 -1.49
H -2.433040 -4.815298 8.671972 0.02 -0.05 -0.08
F -3.652897 6.107542 0.623183 2.01 -4.44 -0.25
F -3.598083 4.905781 2.989754 3.31 -1.97 -3.15
H -4.070362 -4.905417 6.931263 0.20 0.05 -0.19
C 1.276293 1.312594 -4.199063 -0.96 0.01 -0.38
O -2.135407 -3.201350 -10.126824 -2.64 0.48 0.34
F -2.775923 2.796566 2.197515 0.30 4.71 -0.66
H 6.247413 2.094483 0.588547 -2.34 0.52 0.77
C -1.029611 -4.619902 6.275272 1.90 0.98 -1.10
H -0.704827 -2.629376 1.679754 -1.82 1.01 1.29
O 0.875764 -0.297290 2.502972 1.21 -1.17 1.94
F 1.045683 5.786252 5.393076 -0.73 -3.55 -3.11
H -5.933623 -3.062066 -10.813249 0.06 0.06 0.06
H 0.458362 2.064528 3.530491 1.47 -0.36 1.59
C 3.229724 -1.377680 2.944378 0.39 -1.50 1.21
F -0.257809 3.620565 1.632768 -2.35 3.00 2.72
F -1.311726 5.924342 4.527578 1.63 -4.23 -1.81
H 0.379100 -0.870944 4.562593 -0.27 -0.57 -2.35
H 0.042006 -2.659230 -1.284621 1.62 1.69 1.06
H -3.172048 -3.969862 2.257471 1.56 1.35 1.55
O -2.331089 -4.459777 5.895813 1.00 0.00 0.42
C -4.226959 3.792108 -0.172454 -3.39 1.10 -0.63
C 2.886816 0.868023 1.587267 -0.51 0.79 0.55
O -0.075762 -4.136225 5.688831 -2.10 -1.05 1.24
H 0.616088 -2.328058 3.389585 -0.87 2.11 -0.42
H 3.447356 1.563285 4.071483 -2.13 -0.93 0.12
N 2.262830 -2.674541 1.146132 -0.71 -1.02 -2.84
H 2.811707 -2.218355 3.681666 0.52 2.11 -1.10
C 0.750653 -1.799618 -0.862035 -0.62 0.31 -1.01
C 2.446480 0.968902 4.186260 0.29 -1.52 0.71
C -1.044008 4.607416 2.407951 1.14 0.87 -1.82
C 1.384065 3.306034 5.227797 1.18 -0.64 1.93
H 4.907303 0.040083 0.927369 -0.81 2.05 1.40
O 2.472548 0.971676 -3.405272 -0.52 2.43 0.33
C -2.642125 4.291273 2.041251 -0.88 -1.51 1.62
C -5.237012 -2.754641 -8.787887 -0.81 0.06 0.87
O -4.097581 -2.160966 -10.673871 0.87 -0.48 0.51
F -1.947693 4.826391 -0.445538 -3.42 -0.60 3.29
C -3.675414 2.531154 -1.062489 0.18 -2.99 -2.62
C -2.248750 -5.562018 7.892394 -0.33 -0.40 1.03
C 1.116218 1.877270 4.479738 -0.35 -0.37 0.54
H 2.344029 -3.716118 1.166008 -0.16 1.17 0.32
F -4.668668 1.395547 -1.139556 3.44 4.21 0.51
O 0.329358 -2.690233 -7.010310 0.25 0.85 0.91
H 2.478655 1.974712 1.741107 0.63 -2.25 -0.30
H 0.034438 -0.326757 -9.158833 0.07 0.01 0.25
C -3.065334 4.719672 0.518728 -0.37 2.89 -1.24
H 0.435204 1.235487 5.221338 1.42 1.74 -1.61
```
Positions in Å, forces in eV/Å.

HOMO level in eV: -8.591
Kohn-Sham gap in eV: 8.0
Max |F| in hartree/bohr: 0.1061
Total charge: 0
SMILES: CCNNC[C@](CCCCCCOC)(CCC(F)(F)C(F)(F)C(F)(F)C(F)(F)C(F)(F)C(F)(F)C(F)(F)C(F)(F)F)OCOCC.O=C1OCCO1.O=C1OCCO1.O=C1OCCO1

***

Values for E_LUMO, hartree, ordered as above
0.0015, -0.3227, -0.0202